ORCA calculation (ωB97M-V/def2-TZVPD) on 3 unconnected molecules or ions with the total composition C31H67BrNO17P5S at a distorted geometry.

Positions of all 123 atoms, in Å:
C: 1.20538 0.78809 0.30557
C: -0.36646 0.83135 0.03432
C: -0.86859 1.34250 -1.40739
P: 0.25136 2.84274 -1.80656
O: 1.67259 2.50965 -2.23077
O: -0.37497 3.92062 -2.94782
O: 0.35042 3.75185 -0.33408
O: -2.16251 1.90714 -1.10902
S: -3.33470 2.07523 -2.20421
O: -3.27987 3.27954 -3.13599
O: -4.65815 2.26112 -1.46972
C: -3.42620 0.59747 -3.30636
C: -2.34712 -0.48569 -2.71962
C: -2.39076 -1.70291 -3.77654
C: -3.86249 -2.29606 -4.04687
C: -4.56484 -1.68702 -5.38734
C: -6.16906 -1.66115 -5.12255
C: -6.85357 -0.25808 -5.56213
C: -7.49528 0.49092 -4.27362
O: -7.54894 1.93494 -4.43209
C: -8.56350 2.51176 -3.60855
C: -8.22699 3.38127 -2.29014
O: -9.79052 2.40993 -3.88240
P: -2.95054 -1.24695 -1.05919
O: -2.83666 -2.98485 -1.14057
Br: -5.15821 -0.90691 -0.70095
C: -0.84135 0.20326 -2.59878
N: -0.74566 1.08168 -3.78757
C: 0.02602 0.83569 -4.78784
C: -0.65889 0.53066 -6.23631
C: 1.63777 0.90514 -4.90301
P: 0.47874 -1.10378 -2.39959
C: 0.90143 -2.17166 -3.86670
C: 0.44438 -2.22500 -0.92894
H: 1.86659 0.54951 -0.58558
H: 1.57113 1.77050 0.75354
H: 1.38347 -0.01214 1.12018
H: -0.80601 -0.15568 0.37951
H: -0.77142 1.60803 0.79271
H: -0.61695 4.78219 -2.52764
H: -0.55025 4.16501 -0.25058
H: -3.23075 0.83194 -4.41649
H: -4.50120 0.22044 -3.26695
H: -1.96380 -1.44367 -4.80626
H: -1.76589 -2.60667 -3.41900
H: -3.70228 -3.41177 -4.30883
H: -4.55581 -2.29254 -3.14658
H: -4.26643 -0.60716 -5.58824
H: -4.41484 -2.38150 -6.28372
H: -6.69365 -2.52867 -5.67400
H: -6.43860 -1.80191 -4.01660
H: -7.76389 -0.55767 -6.20615
H: -6.15878 0.41782 -6.15959
H: -6.81326 0.26162 -3.38286
H: -8.56778 0.13425 -4.05480
H: -8.87577 4.33260 -2.25372
H: -7.14437 3.74259 -2.31358
H: -8.48202 2.79942 -1.32815
H: -3.72192 -3.34985 -1.39891
H: -0.28526 1.33890 -6.96238
H: -1.79146 0.46199 -6.17434
H: -0.17530 -0.45217 -6.58032
H: 2.15974 0.54975 -3.94675
H: 1.98349 1.98716 -5.06929
H: 2.03244 0.23716 -5.75928
H: 0.33093 -1.96755 -4.84062
H: 0.76093 -3.28446 -3.59095
H: 2.02136 -2.07058 -4.12024
H: 1.39352 -2.04196 -0.29615
H: -0.42565 -2.20282 -0.20604
H: 0.54868 -3.32004 -1.28661
C: 2.20820 5.03080 1.98704
C: 1.03755 4.45619 2.76231
O: 1.47054 3.88936 3.99046
P: 1.84596 4.90161 5.24350
O: 0.40784 5.23868 5.65080
O: 2.04767 3.72948 6.40759
C: 1.39650 3.84460 7.66858
C: 0.17692 2.94256 7.70727
O: 3.48969 4.66676 4.83320
C: 4.48212 4.72595 5.85870
C: 5.01186 3.33002 6.13202
H: 2.62583 5.89944 2.50586
H: 1.89612 5.34518 0.98968
H: 3.01059 4.29458 1.89255
H: 0.27032 5.21624 2.94308
H: 0.57705 3.65238 2.18205
H: 1.13541 4.88227 7.89122
H: 2.10735 3.52678 8.43778
H: -0.50565 3.14950 6.88284
H: -0.36590 3.06165 8.64821
H: 0.47844 1.89561 7.60855
H: 4.08765 5.19126 6.76556
H: 5.29721 5.35476 5.49076
H: 4.24717 2.68085 6.56181
H: 5.85151 3.36044 6.82980
H: 5.33725 2.85208 5.20390
C: 6.03413 -5.19375 -0.12060
C: 4.59101 -5.46602 0.25834
O: 4.42678 -5.48552 1.66798
P: 4.40170 -4.04678 2.48465
O: 2.97519 -3.63891 2.10189
O: 3.97426 -4.66645 3.96806
C: 2.89567 -4.09832 4.70463
C: 1.65756 -4.96414 4.56322
O: 6.02884 -4.35466 2.91090
C: 6.53297 -3.85855 4.15232
C: 6.72921 -5.01375 5.11720
H: 6.32114 -4.17460 0.15560
H: 6.18142 -5.31095 -1.19628
H: 6.70867 -5.87310 0.40672
H: 3.91809 -4.72930 -0.19232
H: 4.29772 -6.45217 -0.11162
H: 2.70135 -3.06712 4.39908
H: 3.19593 -4.06373 5.75646
H: 1.39080 -5.12112 3.51787
H: 0.80551 -4.51208 5.07684
H: 1.83822 -5.95416 4.99205
H: 5.87421 -3.09300 4.56993
H: 7.49974 -3.39000 3.95019
H: 5.78123 -5.47482 5.39917
H: 7.22032 -4.67847 6.03319
H: 7.33195 -5.80211 4.65806

Kohn-Sham gap in eV: 6.1
SMILES: CC[C@]1(P(=O)(O)O)OS(=O)(=O)C[C@](CCCCCCOC(C)=O)(P(O)Br)[C@]1(N=C(C)C)P(C)C.CCOP(=O)(OCC)OCC.CCOP(=O)(OCC)OCC
Total charge: 0
LUMO level in Ha: -0.0564
E in eV: -196845.186